1.
C17H47As3N3O8P3Pd as an isolated structure in a non-equilibrium geometry. Source: the Open Molecules 2025 dataset; level of theory: ωB97M-V/def2-TZVPD.

The calculated total energy is -253112.696 eV. As for the net charge: -2. The value obtained for the LUMO energy is 4.3 eV. The calculation puts the energy above the lowest of the compared OMol25 structures with the same formula, charge and spin at 218.7 kJ/mol.

Each line ends with the Löwdin charge.
Geometry (Å):
Pd 0.102517 -0.091481 0.030797  0.156
O -3.667005 0.598166 -1.941554  -0.176
P -2.288668 0.372568 -1.047765  0.132
O -1.656507 1.741408 -0.956331  -0.374
O -2.715306 -0.350980 0.172771  -0.348
O -1.507313 -0.592554 -2.086532  -0.307
P 0.067137 -0.501272 -2.629373  0.129
O 0.375363 1.074027 -2.488338  -0.214
O 0.036665 -0.894873 -4.056964  -0.351
O 0.945912 -1.297142 -1.704155  -0.418
H -3.390638 1.097992 -2.707300  0.037
H -0.232537 1.356670 -1.759692  -0.025
C 4.725455 1.087469 0.235923  -0.322
As 2.638869 0.432661 0.360916  1.150
C 2.129702 2.217864 -0.315366  -0.364
C 2.738198 0.496162 2.404522  -0.368
C 2.121925 1.498451 3.383939  -0.659
C 2.376210 2.948837 2.989052  -0.063
C 0.613135 1.261985 3.529069  -0.331
As -0.553755 1.093399 1.899497  1.128
C -1.082220 2.994668 1.748653  -0.296
C -2.119738 0.568136 2.957247  -0.289
C 2.698303 1.232241 4.795809  -0.388
As 4.611969 1.266783 5.359577  1.094
C 5.606062 2.333803 4.024786  -0.362
C 5.242833 -0.504372 4.737051  -0.361
H 4.914879 2.034528 0.737696  -0.034
H 4.955322 1.203660 -0.823596  -0.023
H 5.396632 0.326743 0.642397  -0.029
H 2.739113 3.029703 0.083458  0.004
H 1.064629 2.399822 -0.133910  -0.027
H 2.277090 2.174546 -1.396273  0.012
H 3.813518 0.459828 2.597617  0.009
H 2.324461 -0.475988 2.682799  0.018
H 1.738153 3.202074 2.149457  0.046
H 3.411731 3.102566 2.701466  0.056
H 2.138803 3.619964 3.816523  0.080
H 0.186425 2.034553 4.187053  0.072
H 0.466395 0.294362 4.019674  0.056
H -1.330862 3.415353 2.727996  0.012
H -1.956484 3.016224 1.100001  0.006
H -0.314916 3.614761 1.282527  0.006
H -2.271433 1.235485 3.811676  0.015
H -2.021445 -0.455375 3.312792  0.007
H -2.981612 0.604106 2.297881  0.004
H 2.381921 0.226989 5.101595  0.060
H 2.197624 1.924333 5.490044  0.051
H 5.355680 3.390705 4.109734  0.007
H 5.397235 1.989629 3.016591  -0.014
H 6.675609 2.225135 4.218406  0.007
H 4.504387 -1.267092 4.976785  0.005
H 6.177490 -0.762600 5.240775  -0.001
H 5.412989 -0.512780 3.663924  0.003
C -0.997252 -2.989135 0.053048  -0.122
N -0.345814 -3.878162 1.001774  -0.288
C -0.180893 -5.233563 0.538172  -0.132
P 0.688394 -3.213036 2.119213  0.566
O 0.484114 -1.788682 2.365191  -0.312
N 2.262942 -3.749788 1.743854  -0.299
C 2.658093 -3.447140 0.377007  -0.115
C 3.259699 -3.317063 2.699581  -0.139
N 0.451082 -4.042189 3.598256  -0.313
C 0.721563 -5.441070 3.783850  -0.155
C -0.693365 -3.554070 4.329216  -0.130
H -0.542107 -3.051389 -0.942009  0.072
H -0.900401 -1.938156 0.400384  0.019
H -2.057827 -3.240809 -0.023380  0.088
H 0.168900 -5.259045 -0.501027  0.083
H -1.141124 -5.764130 0.586259  0.081
H 0.548374 -5.752086 1.157826  0.055
H 1.849626 -3.674832 -0.310481  0.063
H 3.529757 -4.061891 0.130674  0.081
H 2.899989 -2.384089 0.235028  0.034
H 2.822674 -3.337069 3.697690  0.071
H 3.610330 -2.298444 2.486923  0.067
H 4.119048 -3.997092 2.664390  0.079
H 1.595071 -5.712946 3.194739  0.064
H -0.126032 -6.079602 3.495005  0.074
H 0.939740 -5.634141 4.842473  0.075
H -0.851684 -2.520836 4.029885  0.055
H -0.498290 -3.588215 5.406947  0.077
H -1.605275 -4.124850 4.114197  0.080

Forces on atoms 1 to 3 (eV/Å):
1.21 -0.55 1.17
0.18 -0.33 0.50
-1.51 0.37 -0.38


2.
A 2-piece molecular cluster, C5H6O4S overall in a non-equilibrium geometry. Source: the Open Molecules 2025 dataset; level of theory: ωB97M-V/def2-TZVPD.

The calculated total energy is -24305.477 eV. As for the net charge: -2. The value obtained for the LUMO energy (alpha / beta) is 6.2 / 6.2 eV. The calculation puts the energy above the lowest of the compared OMol25 structures with the same formula, charge and spin at 0.0 kJ/mol.

Each line ends with the Löwdin charge.
Geometry (Å):
C -0.671043 1.286045 0.148918  -0.644
C -0.278517 0.900625 -2.451736  -0.423
C 1.224554 -1.379284 1.570715  -0.152
C 0.821331 -0.680413 0.241712  -0.309
C -0.589081 -0.103978 0.222876  -0.843
O 0.293832 2.038794 0.176552  -0.100
O -1.301779 1.377035 -2.923526  0.050
O -2.069848 1.823418 0.024499  -0.089
O 0.850204 0.544238 -2.562741  0.081
S -1.975059 -1.022111 0.353020  0.261
H 0.526117 -2.283882 1.878897  0.072
H 1.086597 -0.649028 2.248801  0.000
H 2.277641 -1.851083 1.588515  0.058
H 0.939331 -1.326852 -0.581952  0.057
H 1.403683 0.277705 0.124693  0.099
H -2.537964 1.048772 -0.059245  -0.116

Forces on atoms 1 to 3 (eV/Å):
-2.06 -0.59 -0.52
-1.67 0.74 -1.72
-0.15 -4.26 -2.20


3.
An isolated molecule of C9H19N4P in a non-equilibrium geometry. Source: the Open Molecules 2025 dataset; level of theory: ωB97M-V/def2-TZVPD.

The calculated total energy is -24887.312 eV. The value obtained for the LUMO energy is 0.9 eV.

Each line ends with the Löwdin charge.
Geometry (Å):
C -2.415084 0.393585 3.129460  -0.023
C -1.977552 0.500473 1.703114  -0.400
C -2.539179 1.391430 0.706746  0.016
C -2.039598 1.021530 -0.543370  -0.396
C -2.143505 1.594129 -1.879682  -0.042
N -1.157302 0.045121 -0.385653  -0.131
P 0.428613 -0.350234 -1.166982  0.952
N 0.743909 -1.707299 -0.206948  -0.426
C -0.158430 -2.817246 -0.642420  -0.132
C 2.138146 -1.982052 -0.094357  -0.158
N 1.492663 0.787311 -0.569214  -0.488
C 1.574983 1.307174 0.758912  -0.126
C 2.487023 1.341517 -1.449308  -0.189
N -1.119079 -0.307430 1.230485  0.139
H -2.402547 -0.532484 3.603681  0.055
H -1.704515 0.992440 3.685697  0.082
H -3.388192 0.698321 3.344023  0.056
H -3.241867 2.082356 0.822172  0.049
H -1.705436 2.569781 -1.962991  0.080
H -1.729597 0.954416 -2.561483  0.016
H -3.320550 1.643586 -2.088824  0.140
H -1.078468 -2.308964 -0.836102  0.034
H 0.063420 -3.240899 -1.543722  0.028
H -0.202283 -3.555682 0.247049  0.121
H 2.696918 -1.154487 -0.648224  0.063
H 2.519486 -1.778828 0.929386  0.084
H 2.339536 -2.960481 -0.543844  0.083
H 0.742102 1.023694 1.353286  0.041
H 2.624059 1.044770 1.148775  0.110
H 1.465969 2.400818 0.732412  0.081
H 2.410535 2.539380 -1.421096  0.110
H 3.483759 1.105893 -0.996087  0.073
H 2.264062 0.940149 -2.546660  0.095

Forces on atoms 1 to 3 (eV/Å):
1.72 1.29 -0.21
-2.11 0.86 -1.17
2.35 -2.96 -1.33


4.
A 2-piece molecular cluster, C4H8O2 overall. Source: the Open Molecules 2025 dataset; level of theory: ωB97M-V/def2-TZVPD.

The calculated total energy is -8369.110 eV. The value obtained for the LUMO energy is 0.9 eV. The calculation puts the energy above the lowest of the compared OMol25 structures with the same formula, charge and spin at 402.5 kJ/mol.

Each line ends with the Löwdin charge.
Geometry (Å):
C 0.562470 1.628967 -1.608421  -0.179
C 0.873882 1.775050 -0.273525  -0.116
C -0.028343 -0.082931 0.514608  -0.236
O -0.427002 -0.582757 -0.586753  0.027
O -0.259346 -0.793771 1.591667  -0.057
C -0.898576 -2.082391 1.487957  -0.044
H -0.276334 2.179815 -2.028737  0.059
H 1.325896 1.294737 -2.307650  0.059
H -0.126886 0.209721 -1.273902  0.074
H 1.861229 1.526851 0.105196  0.071
H 0.295212 2.418889 0.381382  0.070
H -1.386756 -2.252792 2.447800  0.091
H -1.624006 -2.093412 0.673958  0.087
H -0.134306 -2.844679 1.316379  0.096

Forces on atoms 1 to 3 (eV/Å):
0.16 0.28 0.07
0.04 0.14 -0.25
-0.13 -0.26 0.00


5.
An isolated molecule of C7H10N2O2S in a non-equilibrium geometry. Source: the Open Molecules 2025 dataset; level of theory: ωB97M-V/def2-TZVPD.

The calculated total energy is -25327.457 eV. The value obtained for the LUMO energy is 0.4 eV. The calculation puts the energy above the lowest of the compared OMol25 structures with the same formula, charge and spin at 451.8 kJ/mol.

Each line ends with the Löwdin charge.
Geometry (Å):
C -0.896786 -1.526273 1.052328  -0.047
C -0.986128 -0.960643 -0.390935  -0.310
N -2.395430 -0.963183 -0.892224  -0.045
O -3.396580 -0.513626 0.050542  -0.082
C -0.260423 0.420141 -0.504185  -0.274
N -0.714249 1.614345 -0.451057  0.082
O -2.141384 1.749996 -0.467370  -0.087
C 1.171637 0.340040 -0.461248  -0.486
C 1.915958 1.290533 0.174835  -0.099
C 3.250358 0.818643 0.393037  -0.190
C 3.538202 -0.323889 -0.252325  -0.441
S 2.152275 -1.038367 -0.870481  1.054
H -1.684275 -2.296516 1.115914  0.080
H -1.086163 -0.697645 1.808355  0.102
H 0.108018 -2.024501 1.329029  0.096
H -0.463883 -1.633055 -1.077088  0.111
H -2.448537 -0.286926 -1.625113  0.091
H -3.288472 0.424170 0.143394  0.030
H -2.324029 2.690305 -0.280706  0.114
H 1.522778 2.267430 0.478041  0.120
H 3.907198 1.364643 1.094832  0.115
H 4.519905 -0.715612 -0.367575  0.066

Forces on atoms 1 to 3 (eV/Å):
0.65 0.18 0.71
-0.67 1.06 0.14
0.02 -0.21 1.12


6.
C12H28CoO8 as an isolated structure in a non-equilibrium geometry. Source: the Open Molecules 2025 dataset; level of theory: ωB97M-V/def2-TZVPD.

As for the multiplicity: 4. The calculated total energy is -66891.770 eV. The expectation value of S² is 3.755. As for the net charge: +2. The value obtained for the LUMO energy (alpha / beta) is -5.2 / -5.9 eV. The calculation puts the energy above the lowest of the compared OMol25 structures with the same formula, charge and spin at 24.9 kJ/mol.

Each line ends with the Löwdin charge.
Geometry (Å):
Co 0.089030 1.548959 0.195136  0.803
O -1.593674 0.301171 -0.020617  0.052
C -2.159673 -0.726297 -0.355872  -0.411
O -1.670882 -1.446182 -1.357563  0.032
C -2.441385 -2.666217 -1.560863  -0.087
C -3.158107 -2.839800 -0.214594  -0.128
C -3.363936 -1.416480 0.249692  -0.045
H -1.808764 -3.510494 -1.806883  0.130
H -3.145924 -2.452479 -2.363065  0.139
H -2.483810 -3.367306 0.464199  0.123
H -4.049265 -3.454966 -0.318511  0.134
H -3.362930 -1.267794 1.329814  0.136
H -4.310070 -0.971927 -0.067431  0.148
O 1.280130 -0.119246 -0.068035  0.036
C 1.518568 -1.319913 -0.083173  -0.441
O 1.044026 -2.117048 0.827028  0.071
C 1.515956 -3.483978 0.629289  -0.082
C 2.044051 -3.513142 -0.808842  -0.117
C 2.398575 -2.057214 -1.074383  -0.038
H 0.694074 -4.152612 0.866639  0.132
H 2.318694 -3.687117 1.338078  0.138
H 1.269392 -3.805906 -1.518138  0.120
H 2.868940 -4.216597 -0.870510  0.130
H 2.173130 -1.729534 -2.084533  0.124
H 3.430100 -1.805209 -0.816550  0.149
C -1.577617 4.097607 -0.509017  -0.043
O -1.086431 3.252889 0.570412  -0.159
H -2.660551 4.208614 -0.513169  0.101
H -1.057887 5.049868 -0.424423  0.102
H -1.334715 3.599155 -1.444238  0.077
H -1.345706 3.646460 1.410459  0.121
C 0.380891 0.957000 -2.899608  -0.047
O 0.508881 1.929664 -1.847166  -0.155
H 0.118716 1.438146 -3.841015  0.106
H 1.276950 0.351526 -3.009190  0.088
H -0.458056 0.323240 -2.622021  0.076
H 1.265336 2.499744 -2.019013  0.113
C 0.678126 0.665473 3.156410  -0.078
O -0.317007 1.076066 2.208131  -0.152
H 0.866953 1.438488 3.902142  0.096
H 0.392555 -0.251040 3.680017  0.104
H 1.593366 0.392893 2.632635  0.085
H -1.173046 1.028346 2.648715  0.125
C 2.508295 3.132066 1.749071  -0.064
O 1.816748 2.724605 0.557892  -0.146
H 3.349264 2.478906 2.005754  0.104
H 2.906543 4.140715 1.637911  0.106
H 1.855923 3.090772 2.618402  0.080
H 2.396203 3.006146 -0.159403  0.114

Forces on atoms 1 to 3 (eV/Å):
-0.11 -0.17 0.34
-0.70 0.13 -0.01
0.20 -0.25 -0.35